Entry 1:
This record from the OMol25 dataset describes C26H69CuN4O16 as an isolated structure in a non-equilibrium geometry. The level of theory is wB97M-V/def2-TZVPD.

Geometry as XYZ:
```
116
C26H69CuN4O16 wB97M-V/def2-TZVPD
Cu 3.15208 -0.08861 -0.10646
N -0.21743 0.42519 -0.16064
O 0.93584 0.59660 -0.48348
O -0.49554 -0.55899 0.45712
O -1.13981 1.10028 -0.61842
C -2.65780 -0.18648 -3.83824
C -1.47354 -1.15609 -3.49249
O -2.00509 -2.33128 -2.82730
C -1.08669 -3.14446 -2.25092
O 0.14282 -2.94487 -2.21271
O -1.70867 -4.18922 -1.73240
C -1.08860 -5.21384 -0.95392
H -3.19586 0.17288 -2.96105
H -3.44568 -0.69737 -4.39172
H -2.38676 0.63634 -4.49975
H -0.82529 -0.65175 -2.77591
H -0.86424 -1.47941 -4.33648
H -0.15805 -5.60041 -1.36952
H -1.74987 -6.07036 -0.82269
H -0.74252 -4.74900 -0.03074
C 2.65999 0.76390 -3.32528
O 3.02128 -0.16671 -2.31324
C 3.13202 -1.46630 -2.86452
C 3.21278 -2.50038 -1.73345
N 2.33320 -2.10302 -0.58423
C 2.33054 -3.09791 0.50632
C 3.65527 -3.30471 1.26919
O 4.25831 -2.01094 1.46904
C 5.38639 -2.16570 2.37401
H 2.44065 1.75976 -2.94027
H 1.71672 0.43575 -3.76192
H 3.38601 0.98654 -4.10722
H 4.04229 -1.55729 -3.45716
H 2.22194 -1.65317 -3.43454
H 4.19282 -2.58760 -1.26440
H 2.92426 -3.46669 -2.14708
H 1.42733 -2.21823 -1.01578
H 1.93902 -4.02165 0.08028
H 1.47888 -2.84215 1.13670
H 4.35520 -3.95510 0.74459
H 3.30567 -3.83659 2.15406
H 5.83715 -1.17413 2.41547
H 6.07365 -2.87747 1.91666
H 5.04518 -2.53629 3.34062
C 1.02699 -3.08377 8.70302
O -0.05417 -2.28599 8.26452
C -0.33374 -1.04920 8.92908
C 0.39983 0.14018 8.35498
N 0.04159 0.45247 6.98002
C -1.24620 1.17273 6.92916
C -1.53656 1.66380 5.48473
O -1.62175 0.59682 4.62572
C -1.79925 0.86515 3.25578
H 0.90051 -3.58473 9.66279
H 1.93424 -2.48066 8.73846
H 1.22108 -3.89410 8.00031
H -0.15914 -1.31809 9.97085
H -1.41425 -0.97120 8.80865
H 1.44872 -0.14771 8.42609
H 0.28335 1.06584 8.91861
H -0.04696 -0.43474 6.50556
H -1.31038 2.00500 7.63010
H -1.98667 0.50856 7.37491
H -0.86316 2.40933 5.06184
H -2.51363 2.14270 5.42078
H -2.53938 1.64584 3.08019
H -2.18235 0.01616 2.68960
H -0.89855 1.24391 2.77268
C -0.69457 6.44342 -3.89697
O -0.57934 5.10628 -4.28284
C -1.03269 4.12830 -3.37910
C -0.38820 2.83362 -3.81840
N -0.58302 2.66785 -5.23564
C 0.16145 1.63055 -5.93271
C 0.05533 1.85076 -7.39024
O 0.89738 2.96796 -7.81745
C 0.80556 3.01589 -9.22743
H -0.04134 6.75846 -3.08325
H -1.73742 6.64126 -3.64914
H -0.42445 7.13386 -4.69598
H -2.10800 3.95107 -3.35894
H -0.78234 4.45717 -2.37050
H -0.70664 1.94893 -3.26701
H 0.68378 2.92782 -3.64492
H -0.25220 3.49996 -5.70282
H -0.27491 0.66496 -5.67713
H 1.19958 1.63317 -5.60048
H -1.00040 2.02156 -7.60087
H 0.43209 0.90594 -7.78198
H 1.50425 2.26106 -9.58822
H 1.35468 3.91149 -9.51807
H -0.20420 2.83223 -9.59452
C 2.20651 -0.26865 2.96965
O 2.73891 0.58723 1.96251
H 2.33019 0.29829 3.89236
H 1.13504 -0.38220 2.80489
H 2.57741 -1.28624 3.09233
H 2.61082 1.49518 2.24679
C -3.04830 3.58033 0.65322
O -3.04785 3.09630 -0.64371
H -3.76769 4.39670 0.71739
H -3.23156 2.78050 1.37071
H -2.06134 3.96550 0.90944
H -2.32620 2.46389 -0.61424
C -2.54404 -3.09760 1.80428
O -1.15268 -3.08987 1.63568
H -3.11149 -2.25358 1.41222
H -2.99054 -4.03653 1.47692
H -2.72685 -3.03381 2.87694
H -0.88946 -2.36477 1.06423
C -4.45618 -0.00824 -0.73850
O -3.74660 0.00614 0.47446
H -4.46549 0.92269 -1.30541
H -4.08898 -0.88272 -1.27566
H -5.52258 -0.11518 -0.53983
H -2.82149 0.08171 0.22939
```

The spin multiplicity is 2. As for the frontier orbital gap (alpha / beta): 6.2923 / 3.1659 eV. The HOMO energy (alpha / beta) comes out at -0.3808 / -0.3808 hartree. The LUMO energy (alpha / beta) comes out at -4.07 / -7.20 eV. Its expectation value of S² is 0.756. The energy relative to the best compared isomer or geometry (same formula, charge and spin) comes out at 241.4 kJ/mol. The charge is +1.

Entry 2:
This record from the OMol25 dataset describes an isolated ion of composition C4H9N2O and charge +1 in a non-equilibrium geometry. The level of theory is wB97M-V/def2-TZVPD.

Geometry as XYZ:
```
16
C4H9N2O wB97M-V/def2-TZVPD
C 0.03891 1.48931 0.20019
C 0.58920 -2.08182 -0.10806
C 0.32166 0.14947 0.71468
C -0.24353 -0.99891 -0.05659
N -1.45555 -0.92500 -0.80550
N 0.93076 2.47073 0.38214
O -0.93740 1.61037 -0.56467
H 1.51916 -1.96573 0.34458
H 0.20942 -3.05493 -0.58769
H 1.36434 -0.05806 0.67541
H 0.07091 0.05574 1.73074
H -2.33146 -1.25009 -0.44411
H -1.38740 0.23318 -0.88594
H 1.83710 2.14571 0.86773
H 0.72513 3.41067 0.32570
H -1.25124 -1.23062 -1.78862
```

As for the frontier orbital gap: 11.2221 eV. As for the SMILES: C=C([NH3+])CC(N)=O. The HOMO energy comes out at -0.5336 hartree. The LUMO energy comes out at -3.30 eV. The energy relative to the best compared isomer or geometry (same formula, charge and spin) comes out at 167.2 kJ/mol. The charge is +1.

Entry 3:
This record from the OMol25 dataset describes a 12-piece molecular cluster, C18H9Cl44FO7S overall in a non-equilibrium geometry. The level of theory is wB97M-V/def2-TZVPD.

Geometry as XYZ:
```
80
C18H9Cl44FO7S wB97M-V/def2-TZVPD
O 5.31471 -2.29425 -0.53929
C 4.66483 -1.42755 -0.10826
O 3.38164 -1.66701 0.28588
C 2.62988 -0.44929 0.41346
C 1.85080 -0.09840 -0.89860
C 0.36196 0.24249 -0.67935
O -0.15520 0.28745 -2.04285
C -0.86566 -0.86413 -2.30066
O -1.58278 -1.03161 -3.16510
O -0.54642 -1.73219 -1.23928
C -0.58208 -0.84153 -0.13781
F -0.20325 -1.43099 1.02370
C -2.06039 -0.45208 0.12247
S -3.12737 -1.94737 0.07646
O -2.55151 -3.07595 0.75028
O -3.48139 -2.24923 -1.28604
H 5.09529 -0.40214 -0.04293
H 1.94223 -0.52372 1.26670
H 3.30570 0.39275 0.64869
H 2.01128 -0.84575 -1.69012
H 2.31561 0.82581 -1.28996
H 0.22586 1.26244 -0.29096
H -2.46922 0.28413 -0.58638
H -2.21028 -0.02252 1.12657
H -4.29792 -1.65791 0.72913
C -4.16407 0.51134 4.37498
Cl -3.03869 -0.49972 5.28307
Cl -5.75754 0.46872 5.13507
Cl -3.56644 2.17789 4.34473
Cl -4.28456 -0.09627 2.70958
C -1.34076 0.97914 8.88746
Cl -2.25147 1.50329 7.46375
Cl -0.46454 2.35724 9.57185
Cl -2.45475 0.32790 10.09783
Cl -0.18395 -0.27224 8.40620
C -1.07194 -1.54644 -6.73073
Cl -2.02678 -0.05993 -6.60177
Cl 0.53911 -1.27562 -6.04735
Cl -1.87894 -2.84047 -5.84150
Cl -0.91947 -2.00260 -8.43600
C -5.77454 1.44151 -1.74508
Cl -5.20828 0.69322 -0.23898
Cl -6.70106 0.26950 -2.67267
Cl -6.79191 2.83668 -1.36043
Cl -4.37428 1.97083 -2.69050
C 7.11566 1.97881 2.03693
Cl 7.91109 0.53460 2.66810
Cl 8.32334 3.04864 1.32001
Cl 5.92869 1.49445 0.80363
Cl 6.27097 2.82471 3.34359
C -6.48122 -3.81841 -2.94255
Cl -4.76417 -3.74806 -3.33401
Cl -7.37260 -2.74090 -4.03134
Cl -7.07510 -5.47450 -3.14720
Cl -6.73129 -3.30778 -1.26300
C 2.45996 1.97305 -7.89360
Cl 3.46912 1.92280 -9.34680
Cl 1.06652 0.90818 -8.10216
Cl 3.40905 1.43172 -6.49841
Cl 1.90361 3.63138 -7.61913
C 6.75182 5.57227 -1.70975
Cl 5.83327 7.08176 -1.61505
Cl 8.33486 5.79964 -0.95188
Cl 5.86626 4.28877 -0.86807
Cl 6.97070 5.11995 -3.40553
C 5.65269 0.16016 6.24795
Cl 4.56200 1.48865 5.81972
Cl 5.42488 -1.17718 5.11125
Cl 7.32870 0.72104 6.17902
Cl 5.28675 -0.39180 7.88876
C -7.51583 0.25261 -6.72260
Cl -7.70996 1.81481 -5.91288
Cl -5.87913 -0.35786 -6.44335
Cl -8.69647 -0.89987 -6.07248
Cl -7.78528 0.45163 -8.45975
C 2.50703 -3.60593 8.21360
Cl 4.20858 -3.48184 7.74500
Cl 1.53660 -2.53407 7.19099
Cl 1.95626 -5.27351 8.00807
Cl 2.32313 -3.12574 9.90685
```

As for the frontier orbital gap: 10.3262 eV. As for the SMILES: O=COCC[C@H]1OC(=O)O[C@]1(F)C[SH](=O)=O.ClC(Cl)(Cl)Cl.ClC(Cl)(Cl)Cl.ClC(Cl)(Cl)Cl.ClC(Cl)(Cl)Cl.ClC(Cl)(Cl)Cl.ClC(Cl)(Cl)Cl.ClC(Cl)(Cl)Cl.ClC(Cl)(Cl)Cl.ClC(Cl)(Cl)Cl.ClC(Cl)(Cl)Cl.ClC(Cl)(Cl)Cl. The HOMO energy comes out at -0.3949 hartree. The LUMO energy comes out at -0.42 eV. The energy relative to the best compared isomer or geometry (same formula, charge and spin) comes out at 96.7 kJ/mol.

Which of these has the lowest energy relative to the best compared isomer or geometry (same formula, charge and spin)?
C18H9Cl44FO7S